Formula: C38H34CeN6O8
Source: the Open Molecules 2025 dataset
Level of theory: the ωB97M-V functional and the def2-TZVPD basis

Its LUMO energy is -0.70 eV. The value obtained for the molar mass is 842.840 g/mol. The value obtained for the maximum force is 3.67 eV/Å. Its total charge is 0. For the energy relative to the best compared isomer or geometry (same formula, charge and spin), the calculation gives 0.0 kcal/mol. Its spin multiplicity is 1. The HOMO energy is -8.018 eV. Its total energy is -2874.114465 a.u.

Structure (XYZ):
```
87
Properties=species:S:1:pos:R:3:mulliken_charge:R:1
Ce -1.545 0.222 -0.657 1.07
C -5.164 -1.525 2.091 -1.82
C -3.861 -1.298 1.407 0.76
N -3.708 -0.497 0.427 1.05
N -4.817 0.157 -0.080 -1.33
C -4.466 1.248 -0.697 0.53
O -3.267 1.768 -0.641 -0.67
C -5.498 1.929 -1.516 0.47
C -5.099 2.910 -2.416 -0.40
C -6.040 3.538 -3.219 -0.82
C -7.381 3.197 -3.111 -0.36
C -7.782 2.223 -2.205 -0.66
C -6.843 1.585 -1.410 -0.27
C -2.629 -2.010 1.852 0.74
C -2.601 -2.716 3.041 -0.91
C -1.422 -3.340 3.422 -0.72
C -0.315 -3.242 2.602 -1.09
C -0.424 -2.511 1.428 0.30
N -1.554 -1.913 1.057 0.25
H -5.967 -1.097 1.500 0.33
H -5.160 -1.042 3.073 0.36
H -5.346 -2.590 2.244 0.41
H -4.051 3.169 -2.488 0.43
H -5.725 4.291 -3.930 0.39
H -8.117 3.691 -3.733 0.37
H -8.828 1.958 -2.121 0.39
H -7.139 0.816 -0.711 0.43
H -3.483 -2.766 3.664 0.46
H -1.373 -3.891 4.352 0.42
H 0.626 -3.709 2.859 0.51
H 0.423 -2.387 0.768 0.35
C 6.912 -1.394 -1.362 -1.02
O 5.677 -0.893 -0.875 -0.35
C 5.657 0.395 -0.429 0.89
C 6.761 1.225 -0.359 -0.51
C 6.614 2.535 0.095 -0.73
C 5.366 3.004 0.451 -1.15
C 4.251 2.170 0.374 -0.05
C 4.387 0.857 -0.045 -0.34
N 3.341 -0.083 -0.184 -0.01
C 2.018 0.079 0.163 -0.03
N 1.831 0.609 1.388 0.21
C 0.651 0.986 2.062 -0.87
C -0.629 0.942 1.547 0.84
C -1.676 1.334 2.385 -0.68
C -1.466 1.754 3.684 -1.51
C -0.171 1.799 4.196 -0.42
C 0.881 1.418 3.386 1.03
O 2.190 1.418 3.778 -0.44
C 2.504 1.977 5.044 -1.02
N 1.049 -0.331 -0.609 0.82
C 1.471 -0.925 -1.851 -0.61
C 1.449 -0.212 -3.037 -0.20
C 1.751 -0.823 -4.249 -1.20
C 2.089 -2.163 -4.272 -0.88
C 2.151 -2.893 -3.089 -0.64
C 1.853 -2.273 -1.883 0.87
O 1.933 -2.898 -0.670 -0.07
C 2.285 -4.273 -0.667 -1.19
H 6.721 -2.409 -1.693 0.25
H 7.667 -1.404 -0.572 0.36
H 7.270 -0.797 -2.203 0.41
H 7.735 0.864 -0.655 0.41
H 7.480 3.181 0.150 0.40
H 5.238 4.027 0.779 0.40
H 3.275 2.565 0.617 0.53
H 3.516 -0.793 -0.877 0.64
H 2.673 0.740 1.924 0.47
H -2.697 1.329 2.014 0.37
H -2.302 2.059 4.302 0.46
H 0.003 2.131 5.209 0.41
H 3.587 1.969 5.122 0.27
H 2.077 1.380 5.851 0.35
H 2.137 3.002 5.115 0.41
H 1.174 0.833 -3.006 0.65
H 1.703 -0.247 -5.163 0.45
H 2.311 -2.654 -5.210 0.42
H 2.429 -3.937 -3.117 0.44
H 2.281 -4.584 0.374 0.24
H 3.282 -4.427 -1.084 0.42
H 1.560 -4.867 -1.227 0.39
O -1.556 1.455 -4.501 -0.66
C -1.574 1.062 -3.370 0.54
O -0.963 1.578 -2.310 -0.56
C -2.385 -0.205 -2.960 0.83
O -3.581 -0.243 -3.025 -0.56
O -1.636 -1.120 -2.308 -0.47
```